# 1
Formula: C10H18N4O5
Source: OMol25
Level of theory: ωB97M-V with the def2-TZVPD basis set

Cartesian coordinates (Å):
N1 1.437 -3.918 -3.828
C1 1.686 -4.334 -2.529
O1 1.582 -5.562 -2.296
C2 2.195 -3.272 -1.611
C3 0.971 -2.380 -1.200
C4 1.399 -1.340 -0.221
N2 0.146 -0.664 0.244
C5 0.102 -0.056 1.537
O2 0.967 -0.298 2.379
C6 -1.171 0.813 1.942
N3 -1.143 1.015 3.386
C7 -1.057 2.226 1.391
C8 -2.517 2.946 1.495
C9 -2.660 4.012 0.571
N4 -3.832 4.711 0.697
O3 -1.808 4.397 -0.241
C10 2.344 -0.288 -0.909
O4 1.992 0.802 -1.295
O5 3.644 -0.705 -0.956
H1 1.088 -4.603 -4.448
H2 1.697 -3.043 -4.264
H3 2.977 -2.579 -2.054
H4 2.605 -3.707 -0.740
H5 0.164 -2.875 -0.622
H6 0.611 -1.751 -2.090
H7 1.907 -1.752 0.726
H8 -0.310 -0.073 -0.457
H9 -2.138 0.308 1.640
H10 -1.383 0.101 3.836
H11 -0.051 1.026 3.710
H12 -0.228 2.771 2.057
H13 -0.718 2.131 0.302
H14 -2.530 3.446 2.465
H15 -3.214 2.120 1.281
H16 -4.620 4.711 1.481
H17 -4.049 5.450 -0.024
H18 3.915 0.216 -1.356

Cartesian forces, eV/Å:
N 0.0 0.6 0.8
C 0.9 -2.8 -2.0
O -0.1 3.0 0.4
C -1.2 1.6 -0.6
C 0.4 0.5 -0.7
C 0.3 1.9 1.8
N 0.5 1.3 1.2
C 0.4 -1.2 -0.2
O -1.0 0.4 -1.2
C 0.9 -0.2 0.4
N 2.4 -1.9 2.1
C 0.3 0.9 -0.7
C 3.4 -2.9 1.1
C 0.4 3.2 -2.5
N -3.5 2.0 0.5
O -1.1 -0.8 0.8
C -0.9 -1.0 1.7
O 0.3 -0.8 0.0
O -0.7 3.6 -1.4
H -0.2 -0.7 -0.4
H 0.0 -0.1 0.6
H -0.9 -1.2 0.2
H 0.5 -0.6 0.9
H 0.3 -0.3 -1.2
H -0.1 -1.5 1.0
H -0.7 0.6 -1.5
H 0.2 -0.5 0.1
H 1.2 0.4 0.2
H -0.1 1.0 -0.4
H -3.2 0.3 -1.3
H -1.8 -1.0 -1.8
H -0.4 0.8 1.4
H -0.7 -0.8 0.3
H -0.3 0.7 0.7
H 2.9 -0.7 -2.2
H 0.8 -1.3 1.2
H 0.8 -2.3 0.7

## Properties
E_HOMO ... -9.769 eV

***

# 2
Formula: C22H38IrNO2P2Si
Source: OMol25
Level of theory: ωB97M-V with the def2-TZVPD basis set

Cartesian coordinates (Å):
C1 -3.959 1.528 -2.723
C2 -2.685 1.103 -2.272
N1 -2.491 0.971 -0.909
C3 -3.443 1.280 -0.017
C4 -4.693 1.719 -0.448
C5 -4.953 1.841 -1.812
C6 -1.566 0.935 -3.133
P1 -0.092 0.170 -2.459
Ir1 -0.544 0.478 -0.237
P2 -1.314 1.090 1.793
C7 -3.131 1.158 1.465
C8 2.164 -0.060 0.791
C9 2.798 -1.270 0.477
C10 4.144 -1.452 0.636
C11 4.866 -0.308 1.050
C12 4.239 0.908 1.322
C13 2.851 1.072 1.183
O1 -0.960 3.689 -3.221
O2 -1.033 3.989 -0.641
H1 -4.095 1.619 -3.801
H2 -5.430 1.965 0.314
H3 -5.930 2.176 -2.153
C14 0.113 -1.530 -3.020
C15 1.318 1.156 -3.036
H4 -3.549 2.021 2.007
H5 -3.582 0.239 1.876
H6 -1.341 2.781 -3.418
H7 -1.742 0.970 -4.214
C16 -1.021 0.003 3.201
C17 -0.895 2.793 2.238
H8 1.332 -2.344 -0.791
H9 4.607 -2.413 0.437
H10 5.950 -0.386 1.173
H11 4.851 1.760 1.641
H12 2.321 2.001 1.380
H13 -0.122 2.058 -0.849
H14 -0.595 4.826 -0.434
H15 -1.032 3.928 -1.655
H16 -1.361 4.302 -3.862
H17 0.229 1.891 0.149
H18 -0.055 -1.587 -4.104
H19 1.128 -1.877 -2.794
H20 -0.613 -2.180 -2.516
H21 1.515 0.919 -4.090
H22 1.077 2.224 -2.946
H23 2.199 0.914 -2.430
H24 -1.572 3.148 3.023
H25 0.141 2.815 2.592
H26 -0.991 3.413 1.333
H27 -1.756 0.195 3.995
H28 -1.085 -1.043 2.875
H29 -0.009 0.199 3.577
C18 2.212 -3.256 3.029
Si1 1.368 -3.550 1.388
C19 2.245 -4.919 0.446
C20 -0.427 -3.983 1.680
C21 1.514 -2.013 0.242
C22 0.845 -0.583 0.529
H30 2.373 -4.219 3.532
H31 1.593 -2.629 3.681
H32 3.187 -2.767 2.917
H33 2.365 -5.791 1.101
H34 1.659 -5.222 -0.430
H35 3.238 -4.603 0.105
H36 -0.909 -3.280 2.373
H37 -0.992 -3.995 0.738
H38 -0.472 -4.990 2.124

Cartesian forces, eV/Å:
C 2.6 -0.8 -1.9
C -0.9 0.7 -0.1
N 2.2 -0.4 -1.5
C -1.1 0.5 1.4
C 0.0 0.1 -0.7
C -2.5 0.7 1.9
C -0.9 -1.1 -0.3
P -0.1 0.5 1.1
Ir -2.4 1.2 -0.7
P -1.1 -0.2 -0.6
C -0.2 0.0 0.0
C -0.3 -0.9 0.2
C 0.8 -0.1 0.4
C 0.0 0.3 -0.3
C 0.4 -0.2 0.1
C 0.0 0.4 -0.1
C 0.4 0.0 0.1
O -0.4 -0.5 -1.2
O 0.0 0.6 -0.9
H -0.1 0.0 0.3
H 0.0 0.0 -0.3
H 0.2 -0.1 0.1
C -0.1 -0.3 -1.0
C 0.1 -0.3 -0.6
H -0.1 -0.3 0.0
H 0.1 0.2 0.1
H 0.4 1.1 0.4
H 0.0 0.0 0.2
C -0.2 0.1 0.6
C 0.0 0.0 0.4
H 0.1 -0.1 0.2
H 0.2 0.1 0.0
H -0.3 0.1 0.0
H -0.2 -0.4 -0.1
H 0.3 0.1 0.1
H 0.1 -0.6 1.2
H -0.1 -0.2 -0.2
H -0.1 0.2 1.4
H 0.1 -0.3 0.4
H 0.5 0.0 -1.0
H 0.1 -0.2 0.1
H -0.2 0.2 -0.1
H 0.2 0.3 -0.1
H 0.1 0.2 0.1
H 0.1 -0.4 0.1
H -0.2 0.1 -0.1
H 0.2 0.1 0.0
H -0.1 0.1 0.0
H -0.1 -0.4 0.4
H 0.3 -0.1 -0.1
H 0.0 0.3 0.0
H -0.2 -0.1 0.0
C 0.1 0.0 0.2
Si 0.0 0.9 -0.6
C -0.1 -0.1 0.2
C -0.1 -0.3 0.0
C -0.8 0.0 0.3
C 3.2 -1.0 0.4
H -0.1 0.2 0.0
H 0.1 -0.1 -0.1
H -0.2 -0.1 0.0
H 0.0 0.0 -0.2
H 0.1 0.0 0.1
H -0.2 0.0 0.1
H 0.1 -0.2 -0.2
H 0.1 0.0 0.2
H -0.2 0.3 -0.1

## Properties
Spin multiplicity ... 5
E_HOMO (spin up / spin down) ... -3.986 / -7.491 eV

***

# 3
Formula: C19H13BrN2O2S3SbV
Source: OMol25
Level of theory: ωB97M-V with the def2-TZVPD basis set

Cartesian coordinates (Å):
V1 -1.494 -1.773 0.899
C1 4.695 -1.568 1.955
C2 3.770 -2.538 1.576
C3 2.467 -2.187 1.291
C4 2.071 -0.841 1.373
C5 3.005 0.139 1.758
C6 4.302 -0.237 2.048
N1 0.762 -0.578 1.063
N2 0.305 0.665 1.138
C7 -1.538 1.976 0.367
C8 -1.825 3.284 0.023
C9 -3.004 3.872 0.456
C10 -3.878 3.127 1.242
C11 -3.599 1.816 1.589
C12 -2.423 1.206 1.143
H1 5.715 -1.850 2.181
H2 4.072 -3.575 1.503
H3 1.731 -2.917 0.977
H4 2.698 1.171 1.839
H5 5.018 0.517 2.353
H6 -1.118 3.842 -0.582
H7 -3.238 4.894 0.190
H8 -4.802 3.576 1.586
H9 -4.287 1.228 2.183
S1 -3.915 -4.012 -1.913
Sb1 -2.316 -4.588 -0.409
S2 -2.850 -3.281 1.706
S3 -0.503 -2.938 -0.725
Br1 -2.976 0.088 -1.753
C13 -1.132 0.118 -2.184
C14 -0.841 -0.507 -3.392
C15 0.464 -0.638 -3.821
C16 1.493 -0.145 -3.034
C17 1.200 0.470 -1.834
C18 -0.114 0.619 -1.370
C19 -0.285 1.281 -0.017
O1 0.960 1.806 0.471
O2 -2.139 -0.051 1.411
H10 -1.655 -0.925 -3.967
H11 0.674 -1.144 -4.754
H12 2.524 -0.247 -3.346
H13 2.005 0.848 -1.222

Cartesian forces, eV/Å:
V 0.3 0.4 0.3
C 0.0 0.0 0.0
C 0.0 0.0 0.0
C 0.0 0.0 0.0
C 0.0 0.0 0.0
C 0.0 0.0 0.0
C 0.0 0.0 0.0
N -0.1 -0.1 0.0
N 0.1 0.1 -0.1
C 0.0 0.1 0.0
C 0.0 0.0 0.0
C 0.0 0.0 0.0
C 0.0 0.0 0.0
C 0.0 0.0 0.0
C 0.1 -0.1 0.0
H 0.0 0.0 0.0
H 0.0 0.0 0.0
H 0.0 0.0 0.0
H 0.0 0.0 0.0
H 0.0 0.0 0.0
H 0.0 0.0 0.0
H 0.0 0.0 0.0
H 0.0 0.0 0.0
H 0.0 0.0 0.0
S 0.0 0.0 0.0
Sb -0.2 0.0 -0.1
S -0.1 -0.2 0.2
S 0.2 0.0 -0.3
Br 0.0 0.1 0.0
C -0.1 0.0 0.0
C 0.1 0.0 0.0
C 0.0 0.0 0.0
C 0.0 0.0 0.0
C 0.0 0.0 0.0
C 0.0 0.0 0.0
C 0.0 0.0 0.0
O 0.0 -0.1 0.0
O -0.2 0.0 -0.1
H 0.0 0.0 0.0
H 0.0 0.0 0.0
H 0.0 0.0 0.0
H 0.0 0.0 0.0

## Properties
Spin multiplicity ... 4
Charge ... -1
E_HOMO (spin up / spin down) ... -3.926 / -4.131 eV

***

It is found that the relative energy (zero: lowest compared OMol25 entry of this formula, charge and spin) values, taken in the order of the records, are 277.8 14.3 325.1 kJ/mol.